No. 1
C4H4N2 | ωB97M-V with the def2-TZVPD basis set

Geometry as XYZ:
```
10
Properties=species:S:1:pos:R:3:forces:R:3
C 0.74016 0.86670 -0.03334 -1.5 -0.8 -0.1
C 1.44920 -0.28776 -0.13223 -2.3 -2.1 0.3
N 0.64040 -1.69808 -0.04791 0.2 3.0 0.1
N -0.59217 -1.71751 0.14012 -0.4 3.0 -0.2
C -1.45731 -0.33842 0.14622 2.4 -2.0 -0.2
C -0.79478 0.83679 -0.01460 1.5 -0.8 0.1
H 1.09036 1.91330 0.05449 0.4 -1.0 -0.3
H 2.51604 -0.56811 -0.23407 -0.9 0.8 0.2
H -2.51223 -0.65487 0.26513 0.9 0.8 -0.2
H -1.18606 1.86246 -0.15913 -0.4 -1.0 0.4
```
Forces are in eV/Å.

As for the total charge: 0. As for the LUMO energy: 0.59 eV. As for the SMILES: c1ccnnc1. The calculation puts the HOMO energy at -8.893 eV. The value obtained for the gap between HOMO and LUMO is 9.5 eV.

No. 2
C4H4N2 | ωB97M-V with the def2-TZVPD basis set

Geometry as XYZ:
```
10
Properties=species:S:1:pos:R:3:forces:R:3
C -1.29122 -0.82909 0.35475 -0.8 0.0 -0.1
C -0.55408 0.27013 -0.42441 -0.6 -0.1 0.3
N 1.12991 1.88497 -1.75672 1.4 0.2 1.2
N 1.81987 1.88209 -0.89598 -0.9 0.4 -1.6
C 0.56032 -0.15635 0.21319 0.7 -0.3 0.6
C -0.24816 -1.00331 1.17306 0.5 -0.4 0.0
H -2.06810 -1.49345 0.01318 -0.6 0.2 0.5
H -0.93464 1.22535 -0.73744 0.2 -0.2 -0.8
H 1.60846 -0.24954 -0.02434 0.1 0.7 0.3
H -0.02237 -1.53080 2.08472 0.0 -0.5 -0.2
```
Forces are in eV/Å.

As for the total charge: 0. As for the LUMO energy (spin up / spin down): 0.30 / 0.39 eV. The calculation puts the HOMO energy (spin up / spin down) at -7.267 / -7.409 eV. The value obtained for the gap between HOMO and LUMO (spin up / spin down) is 7.6 / 7.8 eV.

No. 3
C4H4N2 | ωB97M-V with the def2-TZVPD basis set

Geometry as XYZ:
```
10
Properties=species:S:1:pos:R:3:forces:R:3
N 1.89187 -0.23174 0.73610 -0.1 0.4 -1.5
C 2.37664 -0.02416 -0.34148 0.8 0.0 0.7
C 0.49052 -0.60994 0.16402 -0.6 -0.3 0.2
C -0.37255 0.63160 -0.08324 0.0 0.1 0.1
C -1.78408 0.25188 -0.20302 -1.0 -0.3 0.0
N -2.89173 -0.06767 -0.29001 1.1 0.3 0.1
H 0.11965 -1.20326 0.98618 -0.4 -0.1 0.0
H 0.50964 -1.24336 -0.73173 0.2 0.2 0.3
H -0.08127 1.17487 -0.99226 0.1 -0.2 0.2
H -0.25871 1.32178 0.75543 -0.1 0.0 0.0
```
Forces are in eV/Å.

As for the total charge: 0. As for the LUMO energy: 0.30 eV. The calculation puts the HOMO energy at -12.013 eV. The value obtained for the gap between HOMO and LUMO is 12.3 eV.

No. 4
C4H4N2 | ωB97M-V with the def2-TZVPD basis set

Geometry as XYZ:
```
10
Properties=species:S:1:pos:R:3:forces:R:3
N 0.02988 1.45426 -0.55325 0.0 0.1 0.2
C 0.38042 0.04066 -0.46552 0.1 -0.1 0.0
C 0.11478 -0.57121 0.85330 -0.1 -0.2 0.5
C -0.15209 -0.99990 1.94524 0.1 0.2 -0.5
C -0.33162 -0.72620 -1.51446 -0.5 -0.6 -0.7
N -0.87695 -1.34727 -2.32198 0.5 0.6 0.8
H -0.88643 1.59806 -0.13731 0.1 0.0 -0.1
H 0.69157 1.98673 0.00359 -0.1 0.0 -0.1
H 1.44935 -0.04785 -0.69557 -0.1 0.0 0.1
H -0.39356 -1.38909 2.91017 0.1 0.1 -0.2
```
Forces are in eV/Å.

As for the total charge: 0. As for the LUMO energy: 0.65 eV. As for the SMILES: C#C[C@H](N)C#N. The calculation puts the HOMO energy at -10.453 eV. The value obtained for the gap between HOMO and LUMO is 11.1 eV.

No. 5
C4H4N2 | ωB97M-V with the def2-TZVPD basis set

Geometry as XYZ:
```
10
Properties=species:S:1:pos:R:3:forces:R:3
C -0.87909 -0.57567 0.01435 -0.9 1.1 0.4
C 0.48292 0.09435 0.21761 0.2 0.4 -0.1
C 1.66092 -0.66693 -0.20757 0.8 -0.3 -0.6
N 2.58545 -1.30105 -0.48963 -1.0 0.6 0.3
C 0.13840 1.46166 -0.28973 -1.0 0.3 0.5
N -0.89028 2.00320 -0.12492 1.6 0.9 -0.8
H -1.53535 0.70363 0.45333 0.4 -3.8 0.3
H -0.76666 -1.69720 0.03917 -0.8 1.1 1.0
H -1.40951 -0.34628 -0.89346 0.7 -0.1 -0.9
H 0.61319 0.32430 1.28084 0.1 -0.3 -0.1
```
Forces are in eV/Å.

As for the total charge: 0. As for the LUMO energy (spin up / spin down): -0.95 / -0.95 eV. The calculation puts the HOMO energy (spin up / spin down) at -10.655 / -10.656 eV. The value obtained for the gap between HOMO and LUMO (spin up / spin down) is 9.7 / 9.7 eV.

No. 6
C4H4N2 | ωB97M-V with the def2-TZVPD basis set

Geometry as XYZ:
```
10
Properties=species:S:1:pos:R:3:forces:R:3
C -0.75224 0.79062 -0.12616 -1.6 1.5 1.3
C 0.62247 1.05169 -0.01667 3.5 1.8 1.4
C 1.01670 -1.14833 -0.13816 2.7 -0.1 3.0
C -1.24505 -0.51150 -0.00479 2.8 1.0 -1.6
H -1.54092 1.63639 -0.01375 1.8 -1.3 -0.5
H 1.01772 2.18474 0.36303 -1.3 -3.2 -1.6
H 1.79647 -2.00464 0.12176 -1.9 1.5 -1.3
H -2.33184 -0.64003 -0.17088 0.8 -0.8 0.8
N 1.68890 0.10818 -0.07120 -6.2 -0.4 -0.5
N -0.27222 -1.46713 0.05683 -0.6 -0.1 -1.0
```
Forces are in eV/Å.

As for the total charge: 0. As for the LUMO energy: 0.05 eV. As for the SMILES: c1cncnc1. The calculation puts the HOMO energy at -9.940 eV. The value obtained for the gap between HOMO and LUMO is 10.0 eV.

No. 7
C4H4N2 | ωB97M-V with the def2-TZVPD basis set

Geometry as XYZ:
```
10
Properties=species:S:1:pos:R:3:forces:R:3
C -0.59498 -0.96336 -0.64866 0.1 0.1 -0.2
C 0.30641 -0.17781 -1.40042 -0.2 0.2 0.4
N 0.82983 0.83242 -0.71167 0.2 -0.1 0.5
C 0.51984 0.94870 0.58709 0.6 0.1 0.2
C 0.03263 -0.14226 1.31966 0.8 0.3 0.1
N -0.38105 -1.18897 0.64493 -1.7 0.9 0.2
H -1.65783 -0.75949 -0.69639 -0.8 -2.0 -1.8
H 0.49315 -0.28288 -2.47862 -0.2 0.3 0.6
H 0.67183 1.91183 1.04810 0.1 0.1 0.0
H -0.27350 -0.12928 2.36644 1.0 0.0 0.1
```
Forces are in eV/Å.

As for the total charge: 0. As for the LUMO energy (spin up / spin down): -0.34 / -0.34 eV. As for the SMILES: c1cnccn1. The calculation puts the HOMO energy (spin up / spin down) at -8.619 / -8.620 eV. The value obtained for the gap between HOMO and LUMO (spin up / spin down) is 8.3 / 8.3 eV.

No. 8
C4H4N2 | ωB97M-V with the def2-TZVPD basis set

Geometry as XYZ:
```
10
Properties=species:S:1:pos:R:3:forces:R:3
C 0.58933 0.69729 0.19878 0.0 -0.1 0.2
C 1.25899 -0.55310 -0.27854 -0.2 -0.2 -0.4
N 0.56823 -1.59335 0.04210 0.2 0.2 -0.1
N -0.21617 -0.88598 0.97614 0.1 0.5 0.1
C -1.33462 -0.37560 0.30189 0.1 0.2 -0.3
C -0.83942 0.85575 0.01199 -0.1 -0.1 -0.3
H 1.20778 1.59894 0.28312 0.0 -0.3 0.5
H 2.14928 -0.59628 -0.89941 -0.1 0.0 0.0
H -2.07360 -0.94758 -0.24659 0.0 -0.2 0.3
H -1.32773 1.71694 -0.42625 0.0 0.0 0.0
```
Forces are in eV/Å.

As for the total charge: 0. As for the LUMO energy: -0.35 eV. The calculation puts the HOMO energy at -9.299 eV. The value obtained for the gap between HOMO and LUMO is 8.9 eV.

No. 9
C4H4N2 | ωB97M-V with the def2-TZVPD basis set

Geometry as XYZ:
```
10
Properties=species:S:1:pos:R:3:forces:R:3
C -0.48384 -0.81315 0.42601 -0.1 0.3 -0.1
C -1.82818 -0.76355 0.65818 0.4 -0.1 -0.2
N -0.53990 2.48797 -1.00909 0.9 -0.9 0.3
N 0.26911 1.73466 -0.72174 -0.9 0.8 -0.3
C 1.15584 0.84972 -0.39074 0.1 0.0 0.0
C 0.77427 -0.41408 0.22732 -0.1 -0.1 0.1
H -0.73670 -1.79464 1.01084 -0.1 -0.1 0.0
H -2.38831 -1.33099 -0.10795 0.1 0.0 0.1
H 2.18372 1.10634 -0.60701 -0.2 0.0 0.0
H 1.59396 -1.06228 0.51418 -0.1 0.1 0.0
```
Forces are in eV/Å.

As for the total charge: 0. As for the LUMO energy: 0.30 eV. The calculation puts the HOMO energy at -7.305 eV. The value obtained for the gap between HOMO and LUMO is 7.6 eV.

No. 10
C4H4N2 | ωB97M-V with the def2-TZVPD basis set

Geometry as XYZ:
```
10
Properties=species:S:1:pos:R:3:forces:R:3
C 0.81230 -0.00518 0.70146 2.2 0.4 0.2
C 0.03495 -1.14959 0.54035 -1.2 -1.6 -0.2
C 0.00645 1.12916 0.56243 0.2 -2.2 0.1
C -1.21660 -0.68843 0.31653 -1.2 1.6 0.7
N -1.26789 0.76352 0.48727 0.2 -0.2 0.5
N -2.30402 -0.04126 -0.05361 -0.9 -1.1 -0.6
H 1.89970 -0.10996 0.87089 -0.8 0.7 -0.1
H 0.18703 -2.21910 0.59423 0.8 0.3 -0.1
H 0.15729 2.13108 0.67670 1.0 2.4 0.2
H -2.79208 -0.52610 -1.96328 -0.2 -0.2 -0.7
```
Forces are in eV/Å.

The spin multiplicity is 3. The expectation value of S² is 2.02. As for the total charge: 0. As for the LUMO energy (spin up / spin down): 1.03 / -0.74 eV. The calculation puts the HOMO energy (spin up / spin down) at -7.131 / -10.175 eV. The value obtained for the gap between HOMO and LUMO (spin up / spin down) is 8.2 / 9.4 eV.

Electronic energy across the listed records, respectively: -7189.536, -7188.485, -7190.190, -7190.374, -7188.052, -7190.798, -7189.775, -7187.532, -7186.543, -7184.030 eV.
Energy above the lowest of the compared OMol25 structures with the same formula, charge and spin across the listed records, respectively: 3.152, 4.203, 2.499, 2.314, 4.637, 1.890, 2.914, 5.157, 6.146, 4.325 eV.